Model A:
A cluster of 2 separate species, C3H4OS2 in total, computed with ωB97M-V/def2-TZVPD.

```
! wB97M-V def2-TZVPD RIJCOSX def2/J DEFGRID3
* xyz 0 1
C -1.68867 1.93807 0.56981
C -1.30767 0.81436 0.23955
C -0.41168 -0.88015 -0.54358
O 1.38471 -0.75491 1.44706
S 2.10154 1.00078 -0.66292
S 1.38434 -0.56987 0.03690
H -2.14040 2.71045 1.21062
H -0.33497 -0.92733 -1.61728
H -1.06712 -1.54793 -0.06939
H 2.07991 -1.78347 -0.61077
*
```

As for the highest occupied orbital energy: -0.3615 Eh. Its HOMO-LUMO gap is 9.561 eV.

---

Model B:
The molecule C3H4OS2, computed with ωB97M-V/def2-TZVPD.

```
! wB97M-V def2-TZVPD RIJCOSX def2/J DEFGRID3
* xyz 0 1
O -0.48994 -1.80240 0.96544
C 0.25725 -0.87308 0.12950
C -0.00828 0.61343 0.31896
S -1.35906 1.58552 -0.58086
C 0.33074 1.61838 -0.69389
S 1.49245 2.12344 -1.65256
H -1.38052 -1.92727 0.54643
H 0.11302 -1.03919 -0.93746
H 1.16433 -1.10967 0.43987
H -0.12000 0.81085 1.46457
*
```

As for the highest occupied orbital energy: -0.3282 Eh. Its SMILES is OC[C@@H]1SC1=S. Its HOMO-LUMO gap is 8.417 eV.

---

Pick the most stable structure from those above. Pick: model B